Entry 1:
15
Properties=species:S:1:pos:R:3 method="wB97M-V/def2-TZVPD" lumo_ev=1.1 multiplicity=1 e_above_lowest_ev=6.360 homo_lumo_gap_ev=8.996
C 1.78781 0.11998 0.17956
C 1.29235 -0.07916 -1.23632
C 0.39057 -0.32052 -0.07864
C -0.71202 -1.21229 0.43993
N -1.80514 1.15058 0.42894
O -0.57407 1.43486 0.09330
H 2.39826 -0.59485 0.72154
H 1.91468 1.05463 0.46653
H 0.89597 0.64342 -1.92861
H 1.45739 -1.02311 -1.78276
H -0.59201 -2.09261 -0.20719
H -1.55433 -0.58597 0.35651
H -0.46739 -1.28224 1.51710
H -2.01234 1.45703 1.35431
H -2.41973 1.33025 -0.32419


Entry 2:
125
Properties=species:S:1:pos:R:3 method="wB97M-V/def2-TZVPD" lumo_ev="-4.1 / -5.2" charge=+2 multiplicity=3 e_above_lowest_ev=2.034 homo_lumo_gap_ev="8.173 / 7.626"
W -0.83844 -0.49717 -0.07326
F 0.86356 7.16165 -1.90290
C 0.56644 5.99113 -1.31766
C 0.01254 5.91810 -0.07527
F -0.32318 7.10410 0.56726
C -0.37739 4.75143 0.48973
F -0.96961 4.76747 1.61730
C -0.23134 3.57470 -0.20137
P -0.97796 2.06198 0.62625
C -0.53382 2.14404 2.41956
C -1.45663 1.51978 3.32302
C -1.03019 1.39745 4.62290
C 0.21342 1.80983 5.07724
C 1.07224 2.38008 4.18503
C 0.74998 2.51229 2.80735
C -2.63958 2.64340 0.44298
C -3.33303 3.39130 1.34443
C -4.67467 3.70402 1.23024
C -5.37471 3.33914 0.09410
C -4.63440 2.69607 -0.89515
C -3.33484 2.33389 -0.72837
C 0.34850 3.62125 -1.49266
Br 0.68962 2.16535 -2.57672
C 0.72554 4.83970 -2.04502
F 1.30521 4.99581 -3.21710
H -2.42408 1.16585 2.95958
H -1.63102 0.97415 5.33383
H 0.51230 1.66439 6.09108
H 2.08127 2.73127 4.44097
H 1.45517 2.99425 2.13828
H -2.87517 3.77028 2.25387
H -5.14421 4.36171 2.03120
H -6.42671 3.47062 -0.02738
H -5.21095 2.40171 -1.78833
H -2.92802 1.73809 -1.49475
O -1.67286 0.01443 -2.42969
H -1.38137 0.90056 -2.74816
H -2.59785 -0.22460 -2.63181
O 3.07291 4.00460 1.16733
H 3.29303 4.93540 1.04521
H 3.95114 3.57195 1.22578
C -5.30128 0.31920 1.93046
O -3.96972 0.21956 1.44223
P -3.34774 -0.88282 0.53294
O -3.62588 -2.22013 1.41513
C -3.31474 -2.25225 2.86288
O -4.13646 -1.03571 -0.80849
C -5.36591 -1.61110 -1.33539
H -5.33481 1.21971 2.45728
H -5.40757 -0.58909 2.60428
H -6.04960 0.18793 1.06243
H -2.61536 -3.06884 3.02255
H -4.20281 -2.66206 3.36076
H -2.91426 -1.37575 3.22471
H -6.20613 -1.06542 -0.93673
H -5.35860 -2.69035 -1.12614
H -5.24496 -1.44015 -2.45269
C 0.46484 -3.49031 1.43782
C 0.87521 -2.19979 2.18057
C 0.58188 -2.22689 3.65367
C 0.03528 -0.98169 1.58029
C 2.41247 -1.90828 1.96635
C 3.06136 -1.12569 2.84645
C 4.45160 -1.04869 2.81298
C 5.18552 -1.80077 1.84774
C 4.49248 -2.56226 0.90150
C 3.10672 -2.64275 0.97592
H -0.51284 -3.92407 1.94624
H 1.18940 -4.27933 1.63835
H 0.29673 -3.36202 0.38414
H -0.43310 -2.45702 3.93557
H 0.80962 -1.31756 4.13090
H 1.16134 -3.03812 4.15451
H 0.32244 -0.10057 2.22696
H 2.47338 -0.60080 3.59839
H 4.93509 -0.37245 3.51932
H 6.28820 -1.86953 1.82265
H 5.03789 -3.06400 0.01628
H 2.53285 -3.20494 0.28378
C 2.45228 0.87189 0.12949
C 2.14370 -0.02485 -0.92822
N 1.02049 -0.67511 -1.12277
C 1.16288 -1.34132 -2.31624
C 2.43216 -1.15012 -2.75140
N 3.01406 -0.25907 -1.86746
C 4.36520 0.23643 -1.94000
N 4.36510 1.63421 -2.03973
N 4.93271 2.39925 -1.03129
N 4.92303 3.62928 -1.40191
C 4.41373 3.66433 -2.68444
C 4.26002 4.77307 -3.53095
C 3.86760 4.54040 -4.79980
C 3.56857 3.26462 -5.22213
C 3.58329 2.11827 -4.39281
C 4.07113 2.39217 -3.09551
H 1.63929 0.82940 0.93339
H 2.48857 1.96217 -0.14550
H 3.40275 0.75532 0.71150
H 0.48619 -2.11034 -2.53747
H 3.02361 -1.51700 -3.59899
H 4.81470 -0.18224 -2.81462
H 4.86075 0.05519 -0.98176
H 4.58114 5.66509 -3.10119
H 3.86247 5.31774 -5.60070
H 3.25852 3.21945 -6.29289
H 3.08746 1.16245 -4.70819
O -1.32213 -2.30895 -1.19288
C -1.61322 -3.52194 -1.34857
C -1.23845 -4.15104 -2.71686
C -0.04483 -5.15259 -2.59420
C -0.48257 -6.54086 -2.06382
C -1.24692 -6.55072 -0.68332
C -2.46661 -5.63769 -0.57576
N -2.14520 -4.25895 -0.39810
H -1.16539 -3.33324 -3.39424
H -2.08898 -4.65594 -3.16237
H 0.76109 -4.68790 -2.01653
H 0.34782 -5.33310 -3.61176
H 0.37142 -7.22461 -2.05459
H -1.07768 -6.97404 -2.87274
H -0.61658 -6.31674 0.18755
H -1.67913 -7.55170 -0.55140
H -3.16427 -5.80642 0.22469
H -3.09056 -5.74204 -1.46957
H -2.38257 -3.75883 0.42054


Entry 3:
98
Properties=species:S:1:pos:R:3 method="wB97M-V/def2-TZVPD" lumo_ev=-1.0 multiplicity=1 e_above_lowest_ev=2.932 homo_lumo_gap_ev=9.773
C -0.44374 4.14941 5.10981
N 0.14656 4.39335 6.45935
O 0.40984 3.36519 7.09749
O 0.40970 5.56193 6.82680
H -1.22513 3.40487 5.26211
H 0.24658 3.66470 4.41944
H -0.96654 5.03773 4.75533
C 3.95150 -6.84856 -2.20224
N 2.80364 -6.03710 -2.66901
O 2.49295 -4.96632 -2.13928
O 2.21824 -6.43261 -3.64864
H 4.16930 -7.55799 -3.00059
H 3.57317 -7.38966 -1.33495
H 4.71380 -6.11992 -1.92640
C 0.08397 4.74792 0.03416
N 1.15907 4.07069 -0.71646
O 0.88071 3.10580 -1.45428
O 2.29833 4.51209 -0.53994
H 0.49630 5.11430 0.97429
H -0.72100 4.06465 0.30482
H -0.28801 5.52886 -0.62907
C 2.98873 -2.16238 3.60341
N 1.79237 -2.34433 2.74214
O 1.76632 -1.91510 1.55206
O 0.85892 -3.02087 3.19145
H 3.54363 -3.02934 3.24487
H 2.58969 -2.22450 4.61584
H 3.33138 -1.14070 3.43952
C 0.28712 0.15071 -0.55841
N -0.91472 0.46798 0.18165
O -1.74077 -0.44841 0.20310
O -0.95703 1.53556 0.74119
H -0.02335 0.51034 -1.53942
H 0.59371 -0.89398 -0.50614
H 1.02243 0.79990 -0.08306
C -3.71299 3.04634 1.81819
N -3.41082 4.46899 2.14428
O -2.29716 4.78309 2.50533
O -4.38777 5.18191 2.19241
H -3.43703 2.43084 2.67441
H -3.27966 2.77220 0.85633
H -4.76879 3.01983 1.54858
C 3.67745 -1.80970 -2.01527
N 5.13700 -2.03109 -1.92540
O 5.54286 -3.09355 -1.46796
O 5.89595 -1.20228 -2.34886
H 3.43303 -1.58472 -0.97712
H 3.31102 -2.76291 -2.39636
H 3.61310 -0.93441 -2.66167
C -0.84610 -4.06766 0.17878
N -1.57175 -5.02229 1.10558
O -2.45034 -4.54550 1.84003
O -1.41013 -6.22829 0.99366
H -0.59909 -3.21960 0.81745
H -1.51299 -3.88931 -0.66475
H 0.00604 -4.59821 -0.24604
C -6.25272 -1.28512 0.27742
N -6.16372 0.14977 0.03741
O -5.03343 0.65933 -0.09036
O -7.15842 0.80668 -0.23652
H -5.75448 -1.42097 1.23732
H -5.57441 -1.85427 -0.35823
H -7.28681 -1.62058 0.19859
C -1.39422 -1.93526 -4.74950
N -0.33771 -1.70604 -3.67282
O 0.35935 -0.68283 -3.73050
O -0.29505 -2.57133 -2.79703
H -1.73788 -2.94386 -4.51991
H -0.88777 -1.85569 -5.71141
H -2.19005 -1.22308 -4.53140
C 2.09195 2.15881 -4.36194
N 3.53723 2.07620 -4.74842
O 3.86094 1.89593 -5.92373
O 4.31123 2.24568 -3.86274
H 2.13063 1.96051 -3.29083
H 1.55504 1.38926 -4.91659
H 1.64549 3.11404 -4.63819
C 4.39886 1.69550 0.90151
N 5.13841 0.46881 1.38411
O 6.28629 0.69538 1.76688
O 4.70537 -0.64994 1.26853
H 4.93999 2.56118 1.28345
H 3.43611 1.68074 1.41238
H 4.26413 1.75092 -0.17871
C -3.55886 1.31185 -3.22217
N -3.55560 2.73854 -2.94263
O -2.75646 3.12422 -2.07728
O -4.46894 3.44030 -3.31667
H -2.69040 0.80283 -2.80413
H -3.76459 1.09963 -4.27133
H -4.45924 1.04044 -2.67103
C -2.68949 -0.66745 3.79577
N -1.69856 0.36085 4.27138
O -1.02956 0.05953 5.26236
O -1.55354 1.46512 3.70896
H -2.91666 -1.25943 4.68237
H -2.35028 -1.26435 2.94917
H -3.58202 -0.17978 3.40377


Entry 4:
18
Properties=species:S:1:pos:R:3 method="wB97M-V/def2-TZVPD" lumo_ev=0.7 multiplicity=1 e_above_lowest_ev=4.997 homo_lumo_gap_ev=9.260
C -0.34956 2.55738 -0.69043
C 1.08663 1.79086 -0.46668
C 0.24706 0.58480 0.01940
C -1.15152 1.12348 -0.19646
C 0.59679 -0.11453 1.38274
C -0.30389 -1.92311 -0.38358
H -0.45907 3.31259 -1.84424
H -0.70503 3.47057 0.21085
H 1.92596 1.70844 -1.19812
H 1.63613 2.28523 0.45152
H -1.73944 1.29310 0.76658
H -1.62317 0.43666 -1.15622
H 1.62832 -0.41244 1.29433
H 0.59638 0.60861 2.31928
H 0.18064 -3.08270 -0.50892
H -1.23572 -2.13019 -0.96693
S -0.85779 -1.36710 1.24820
S 0.79791 -0.60810 -1.08308